Record 1
DFT (ωB97M-V/def2-TZVPD) results for a cluster of 9 separate species, C29H61F13IN2O8 in total at a distorted geometry.

Properties
Net charge: +1
E_HOMO (eV): -11.34
Total energy (eV): -93842.393

CARTESIAN COORDINATES (ANGSTROEM)
1 N -4.695100 1.425618 -1.507993
2 C -5.283666 0.112449 -1.458762
3 C -4.214745 -1.004000 -1.499291
4 C -3.014098 -0.635137 -2.378390
5 C -3.251334 -0.687288 -3.885102
6 C -2.254246 0.152722 -4.669342
7 F -2.593616 0.112198 -5.975220
8 F -2.353713 1.431356 -4.257039
9 C -0.753893 -0.337459 -4.572936
10 F -0.758366 -1.608925 -4.104483
11 F -0.211989 -0.364990 -5.807526
12 C 0.149490 0.566017 -3.713850
13 F 0.210261 1.748746 -4.364433
14 F -0.428772 0.779029 -2.510107
15 C 1.642501 0.104362 -3.464452
16 F 2.428005 0.762533 -4.338191
17 F 1.983622 0.491031 -2.210933
18 C 2.010138 -1.395370 -3.557692
19 F 3.357229 -1.452476 -3.429224
20 F 1.697335 -1.905705 -4.768028
21 C 1.409562 -2.293255 -2.410469
22 F 0.368534 -1.673159 -1.819980
23 F 0.983996 -3.462822 -2.927538
24 F 2.337794 -2.531303 -1.467975
25 C -4.836328 -2.259278 -1.955488
26 N -4.762995 -3.227697 -1.134931
27 C -4.120541 -2.874636 0.143606
28 C -3.639251 -1.444217 -0.107252
29 I -3.950396 -0.117316 1.548775
30 H -4.963970 1.947099 -2.322182
31 H -4.860291 1.960142 -0.674054
32 H -5.902866 -0.015562 -0.580179
33 H -5.951071 -0.032716 -2.306781
34 H -2.195788 -1.306205 -2.143564
35 H -2.690321 0.346991 -2.069888
36 H -4.202807 -0.206608 -4.106801
37 H -3.311798 -1.693429 -4.279126
38 H -5.352914 -2.409875 -2.890499
39 H -5.130642 -4.151237 -1.310255
40 H -4.880144 -2.965544 0.915018
41 H -3.342606 -3.570392 0.418932
42 H -2.561718 -1.511686 -0.083527
43 C 0.175239 1.161503 2.018658
44 C 0.294737 -0.315185 2.333070
45 O -0.156737 -1.106320 1.226138
46 H -0.862112 1.411395 1.786677
47 H 0.505276 1.773911 2.859143
48 H 0.778332 1.421141 1.150017
49 H -0.323253 -0.581556 3.188713
50 H 1.331397 -0.579950 2.565235
51 H 0.395405 -0.881129 0.472091
52 C -5.086534 -3.082788 5.488875
53 C -4.410410 -3.927429 4.427314
54 O -4.457857 -3.295204 3.139992
55 H -6.126802 -2.895873 5.220956
56 H -5.059310 -3.580961 6.457942
57 H -4.590191 -2.113959 5.586777
58 H -4.912016 -4.887261 4.317461
59 H -3.367297 -4.119137 4.694953
60 H -4.013817 -2.443657 3.220712
61 C -0.917274 -0.847360 7.473480
62 C -1.237802 -0.496266 6.033478
63 O -2.512932 0.136760 5.911680
64 H -1.684399 -1.503291 7.884730
65 H 0.048696 -1.347026 7.550475
66 H -0.888387 0.046176 8.097056
67 H -1.282952 -1.396332 5.419257
68 H -0.464143 0.159886 5.617927
69 H -2.488190 0.938641 6.440152
70 C 1.069156 -2.669560 11.806782
71 C 1.005748 -1.834338 10.541817
72 O -0.091346 -0.921970 10.559940
73 H 0.141279 -3.225575 11.940905
74 H 1.899101 -3.376181 11.769650
75 H 1.200407 -2.032037 12.683761
76 H 0.858657 -2.472774 9.671895
77 H 1.940123 -1.280022 10.402385
78 H 0.025719 -0.342029 11.316762
79 C 3.448538 3.720280 -4.603911
80 C 4.796125 3.954652 -5.263433
81 O 5.745896 4.483010 -4.340136
82 H 3.068099 4.651183 -4.180775
83 H 2.720276 3.338493 -5.320623
84 H 3.539864 3.004007 -3.785713
85 H 4.706967 4.685385 -6.064902
86 H 5.181021 3.024362 -5.693941
87 H 5.851671 3.844531 -3.630143
88 C 4.936289 6.281027 -1.562003
89 C 3.733053 7.150697 -1.245478
90 O 3.771517 8.385818 -1.951630
91 H 5.859832 6.805732 -1.315307
92 H 4.901298 5.346846 -0.997080
93 H 4.972416 6.039435 -2.624012
94 H 3.707526 7.406409 -0.186687
95 H 2.804624 6.619394 -1.487731
96 H 3.786001 8.187828 -2.891395
97 C 1.133298 -3.737536 -8.279622
98 C 2.479381 -3.044487 -8.388152
99 O 2.397501 -1.670005 -8.019722
100 H 0.398098 -3.237745 -8.910682
101 H 1.203228 -4.782911 -8.583203
102 H 0.763944 -3.701883 -7.250674
103 H 2.838124 -3.066054 -9.415107
104 H 3.220666 -3.549179 -7.759166
105 H 2.093080 -1.631771 -7.110545
106 C 4.499909 1.520508 2.227979
107 C 4.150730 1.867184 0.792675
108 O 2.886354 2.524696 0.697290
109 H 3.728914 0.883592 2.664055
110 H 5.456595 1.000424 2.284939
111 H 4.563832 2.423984 2.838293
112 H 4.071829 0.963100 0.189500
113 H 4.927334 2.500100 0.353514
114 H 2.936990 3.335262 1.211492

Cartesian forces, eV/Å:
N 0.077 -0.162 0.102
C -0.190 0.323 -0.508
C 0.768 -0.198 0.818
C 0.337 -0.541 -0.466
C -0.361 0.743 0.301
C -0.020 -0.624 -0.021
F -0.027 0.038 -0.009
F 0.018 0.240 -0.046
C -0.131 0.180 -0.654
F -0.148 0.007 0.043
F -0.110 0.030 0.248
C 0.061 0.692 0.066
F 0.078 -0.287 0.297
F 0.091 -0.183 -0.234
C 0.131 0.359 0.036
F -0.313 -0.459 0.194
F -0.029 -0.028 -0.306
C 0.848 -0.431 -0.012
F -0.478 0.028 -0.130
F 0.096 0.224 0.430
C 0.235 -0.588 0.069
F 0.275 -0.354 0.013
F 0.288 0.785 0.571
F -0.799 0.112 -0.670
C -0.231 -0.296 -0.326
N 0.435 0.086 0.310
C -0.895 0.176 0.457
C 0.196 -0.119 0.459
I -0.091 -0.134 -0.052
H -0.065 0.200 -0.109
H -0.011 0.156 0.130
H -0.095 -0.136 0.257
H -0.103 -0.006 -0.205
H 0.101 -0.224 0.112
H -0.155 0.344 0.087
H -0.179 0.092 -0.181
H 0.250 -0.233 -0.133
H -0.041 0.081 -0.259
H -0.163 -0.145 -0.083
H -0.100 0.013 0.170
H 0.311 -0.179 -0.187
H 0.294 0.408 -0.423
C -0.192 -0.028 -0.036
C 0.074 0.178 -0.232
O -0.223 -0.155 0.071
H -0.024 -0.010 0.103
H 0.025 0.005 -0.016
H 0.138 0.051 0.038
H -0.057 -0.117 -0.059
H -0.024 0.002 0.079
H 0.059 0.026 -0.044
C -0.022 0.084 -0.111
C 0.026 0.161 0.084
O 0.031 -0.149 -0.049
H -0.019 -0.053 0.017
H 0.016 -0.002 0.009
H 0.055 -0.026 0.058
H 0.000 -0.004 -0.082
H -0.012 -0.062 0.023
H -0.034 0.063 0.091
C -0.136 0.007 -0.108
C -0.001 0.137 0.203
O 0.029 -0.179 -0.221
H 0.021 -0.039 0.005
H 0.021 0.030 0.007
H 0.086 0.001 0.021
H -0.051 0.015 -0.052
H 0.044 -0.076 -0.033
H -0.059 0.059 0.075
C -0.085 0.011 -0.011
C -0.001 0.126 0.216
O 0.042 -0.128 -0.126
H 0.006 -0.030 -0.030
H 0.013 0.014 0.008
H 0.070 -0.003 -0.001
H -0.041 0.030 -0.044
H 0.038 -0.076 -0.050
H -0.034 0.054 0.074
C 0.032 0.143 0.013
C 0.016 -0.138 0.222
O -0.072 0.082 -0.212
H -0.014 0.021 -0.044
H 0.000 -0.026 0.007
H -0.001 -0.057 -0.009
H 0.067 0.034 -0.005
H -0.059 0.016 -0.086
H 0.052 -0.040 0.068
C 0.008 0.130 0.037
C 0.039 -0.034 -0.214
O -0.027 0.000 0.199
H -0.012 -0.002 0.063
H -0.012 -0.032 0.001
H -0.016 -0.072 -0.021
H -0.026 0.062 -0.006
H 0.001 -0.052 0.095
H 0.037 0.015 -0.091
C -0.029 0.069 -0.014
C -0.098 0.036 0.214
O 0.034 -0.045 -0.187
H 0.016 -0.011 -0.040
H 0.002 -0.006 0.019
H 0.035 -0.056 0.018
H 0.035 0.054 -0.013
H 0.022 -0.064 -0.075
H -0.026 0.050 0.103
C -0.090 -0.003 -0.005
C -0.033 0.164 0.162
O 0.101 -0.170 -0.124
H 0.013 -0.037 -0.019
H 0.010 0.015 0.004
H 0.067 0.007 -0.011
H -0.047 0.020 -0.052
H 0.063 -0.058 -0.042
H -0.021 0.076 0.017

---

Record 2
DFT (ωB97M-V/def2-TZVPD) results for a cluster of 6 separate species, C29H62BCl10S in total.

Properties
Energy above the lowest of the compared OMol25 structures with the same formula, charge and spin (kJ/mol): 0.00
Net charge: -1
E_HOMO (eV): -3.89
Total energy (eV): -167816.720

CARTESIAN COORDINATES (ANGSTROEM)
1 C 1.920064 -0.195664 3.898820
2 C 1.948523 -1.665111 3.462177
3 C 3.041773 -1.983453 2.457748
4 C 2.858099 -1.174543 1.160443
5 C 4.126136 -0.464442 0.707074
6 C 3.960674 0.363147 -0.565602
7 C 3.286900 1.708137 -0.329132
8 C 1.767574 1.637479 -0.282454
9 C 1.101566 2.844500 0.392312
10 C -0.248096 2.437368 0.952272
11 C -0.985735 3.538516 1.714210
12 C -1.843277 3.006699 2.853591
13 C -2.773703 1.857970 2.472818
14 C -4.140112 2.297255 1.910516
15 C -5.330772 1.771657 2.704120
16 C -6.658867 1.809338 1.940972
17 B -7.758833 0.705595 2.454884
18 C -8.906160 0.361812 1.331618
19 S -8.298221 -0.135723 -0.325513
20 C -8.406351 -1.955648 -0.358219
21 C -8.803528 -2.608149 0.955796
22 H 0.903066 0.183552 3.881651
23 H 2.539063 0.441674 3.274912
24 H 2.253526 -0.083130 4.924987
25 H 2.108899 -2.274320 4.350896
26 H 0.983161 -1.959397 3.063328
27 H 4.029093 -1.801357 2.875693
28 H 2.976783 -3.038225 2.199486
29 H 2.519743 -1.833466 0.367457
30 H 2.109422 -0.420470 1.364391
31 H 4.896440 -1.215836 0.531813
32 H 4.465590 0.185579 1.514144
33 H 4.960690 0.563481 -0.953391
34 H 3.464976 -0.217569 -1.347584
35 H 3.690050 2.168226 0.573130
36 H 3.550840 2.369851 -1.152940
37 H 1.407333 1.594873 -1.308238
38 H 1.416984 0.736539 0.205515
39 H 0.967626 3.599704 -0.372388
40 H 1.758534 3.239605 1.164466
41 H -0.096623 1.596685 1.625932
42 H -0.863623 2.122101 0.113021
43 H -0.260476 4.256290 2.093256
44 H -1.613972 4.093711 1.015546
45 H -2.443649 3.808258 3.278404
46 H -1.174384 2.666398 3.645794
47 H -2.941714 1.257537 3.362892
48 H -2.311489 1.193397 1.748568
49 H -4.215335 1.983637 0.871997
50 H -4.180919 3.387470 1.922883
51 H -5.125313 0.761368 3.054231
52 H -5.427097 2.404062 3.589247
53 H -6.421634 1.677932 0.883406
54 H -7.075037 2.812490 2.048202
55 H -8.375854 1.195000 3.421009
56 H -7.226778 -0.336358 2.867867
57 H -9.508324 1.247332 1.138507
58 H -9.608565 -0.382707 1.687820
59 H -9.112301 -2.231922 -1.136833
60 H -7.438199 -2.345209 -0.657840
61 H -9.859657 -2.476537 1.154197
62 H -8.571326 -3.668896 0.901805
63 H -8.222626 -2.178790 1.764390
64 Cl -1.583928 -1.471290 3.178354
65 C -2.653653 -2.842315 3.551317
66 C -1.873834 -4.071458 3.938745
67 Cl -0.952532 -4.749458 2.569234
68 H -3.279598 -3.022087 2.681529
69 H -3.289152 -2.537414 4.380817
70 H -2.558457 -4.846873 4.277988
71 H -1.166202 -3.853164 4.734357
72 Cl 3.240831 -0.815493 -3.884674
73 C 3.892784 -2.424291 -4.290144
74 C 3.466100 -3.480726 -3.305308
75 Cl 4.208416 -3.247941 -1.698998
76 H 4.971612 -2.339910 -4.336380
77 H 3.519724 -2.677459 -5.282081
78 H 3.779712 -4.461943 -3.657830
79 H 2.387342 -3.481953 -3.172778
80 Cl 5.048057 4.982940 -2.575664
81 C 5.665890 4.515549 -4.180826
82 C 4.643178 3.751979 -4.980123
83 Cl 4.312705 2.146818 -4.289601
84 H 6.567395 3.927225 -4.030798
85 H 5.927300 5.434585 -4.703080
86 H 5.013542 3.595650 -5.992248
87 H 3.699262 4.290005 -5.031380
88 Cl 0.625285 3.674592 -3.994990
89 C -0.780269 2.926939 -4.791984
90 C -0.670863 1.426268 -4.864020
91 Cl 0.656924 0.936987 -5.945436
92 H -0.854201 3.358403 -5.786633
93 H -1.664439 3.203853 -4.220343
94 H -1.596766 1.018731 -5.265189
95 H -0.484133 0.980686 -3.890083
96 Cl 6.705102 -6.510082 -1.880119
97 C 8.150571 -5.573486 -2.335790
98 C 7.827683 -4.129955 -2.617635
99 Cl 6.846943 -3.940891 -4.093044
100 H 8.598257 -6.054550 -3.201358
101 H 8.846776 -5.631912 -1.501013
102 H 8.748588 -3.570716 -2.772732
103 H 7.273469 -3.675149 -1.800139

Cartesian forces, eV/Å:
C -0.262 -0.166 0.141
C 0.351 -0.018 0.450
C -0.356 -0.013 -0.600
C 0.486 0.009 0.547
C -0.307 -0.230 -0.349
C 0.497 0.116 0.200
C -0.228 -0.145 -0.505
C -0.085 0.498 0.075
C 0.044 -0.626 -0.395
C 0.062 0.606 0.186
C -0.166 0.110 -0.323
C 0.197 -0.297 -0.011
C -0.424 0.219 0.030
C 0.405 0.047 0.209
C -0.241 0.319 -0.185
C 0.147 -0.381 0.279
B -0.254 0.173 0.222
C 0.356 0.271 0.272
S -0.046 0.021 -0.141
C -0.112 0.008 0.106
C 0.341 0.043 -0.259
H -0.149 0.220 -0.102
H 0.055 0.130 -0.132
H 0.218 0.038 0.162
H -0.099 -0.203 0.102
H -0.021 -0.037 -0.165
H 0.179 0.053 0.173
H 0.196 -0.245 0.144
H -0.281 0.043 -0.206
H -0.271 -0.071 -0.158
H 0.197 -0.109 0.110
H 0.200 0.055 0.119
H 0.156 0.003 -0.110
H -0.133 0.084 0.189
H 0.016 -0.014 0.216
H 0.129 0.222 -0.052
H -0.127 -0.215 -0.223
H 0.016 -0.107 0.014
H 0.018 0.557 -0.026
H -0.001 0.125 0.225
H -0.020 -0.305 0.016
H -0.136 -0.407 0.000
H 0.115 0.132 0.177
H -0.071 0.095 -0.086
H -0.058 0.175 0.124
H 0.163 -0.034 0.118
H -0.091 -0.123 0.140
H 0.260 -0.125 0.037
H -0.148 -0.033 -0.181
H -0.054 0.199 -0.228
H 0.036 -0.225 -0.032
H 0.049 -0.143 0.341
H -0.073 -0.106 -0.249
H -0.124 0.237 -0.164
H -0.015 -0.123 0.032
H 0.148 -0.048 -0.189
H -0.118 0.196 -0.196
H -0.176 -0.166 -0.032
H -0.120 -0.099 -0.141
H 0.228 0.061 -0.071
H -0.185 -0.026 0.156
H -0.131 -0.264 0.023
H -0.007 0.072 0.249
Cl -0.085 0.048 -0.020
C -0.088 -0.004 0.000
C -0.063 -0.026 0.102
Cl 0.047 -0.010 -0.010
H 0.017 0.014 -0.026
H 0.006 0.013 0.007
H -0.017 -0.006 -0.041
H 0.045 0.019 -0.032
Cl -0.103 -0.213 -0.097
C -0.079 0.080 -0.097
C -0.031 -0.099 -0.052
Cl -0.014 0.038 0.020
H -0.057 0.099 0.063
H -0.062 -0.026 0.029
H 0.063 0.017 -0.003
H -0.004 0.044 0.064
Cl 0.006 -0.008 0.023
C 0.067 0.062 -0.041
C -0.105 0.006 -0.034
Cl 0.071 0.095 -0.035
H -0.016 -0.030 0.044
H -0.030 0.014 0.004
H 0.033 -0.003 0.008
H -0.019 -0.011 0.035
Cl 0.083 0.023 0.087
C -0.159 0.049 0.004
C -0.011 0.024 0.040
Cl 0.028 -0.099 -0.086
H 0.009 -0.012 -0.019
H 0.030 -0.011 0.054
H 0.017 -0.015 -0.050
H 0.046 0.060 0.019
Cl -0.003 -0.011 -0.018
C 0.051 -0.040 0.019
C 0.025 0.107 0.121
Cl 0.240 -0.167 -0.087
H -0.032 -0.008 -0.025
H -0.020 0.021 0.026
H 0.014 -0.027 -0.045
H -0.079 -0.037 -0.020